(1)
C5H10O2 | ωB97M-V/def2-TZVPD

Its SMILES is C[C@@H](O)CCC=O. Its energy above the lowest of the compared OMol25 structures with the same formula, charge and spin is 1.263 eV. As for the highest occupied orbital energy: -10.06 eV. The frontier orbital gap comes out at 11.05 eV. The calculation puts the energy at -9441.780 eV.

The geometry in ORCA input format:
```
! wB97M-V def2-TZVPD RIJCOSX def2/J DEFGRID3
* xyz 0 1
C 1.61 0.46 -1.30
C 0.79 0.77 -0.05
O -0.35 1.55 -0.38
C 0.45 -0.53 0.72
C -0.98 -0.57 1.26
C -2.02 -0.70 0.18
O -1.78 -0.86 -1.00
H 2.53 -0.07 -1.05
H 1.01 -0.18 -1.96
H 1.86 1.38 -1.83
H 1.37 1.43 0.61
H -0.80 1.10 -1.11
H 0.60 -1.39 0.06
H 1.15 -0.64 1.56
H -1.23 0.32 1.84
H -1.11 -1.43 1.93
H -3.08 -0.65 0.52
*
```



(2)
C5H10O2 | ωB97M-V/def2-TZVPD

Its SMILES is CC1(C)O[C@@]1(C)O. Its energy above the lowest of the compared OMol25 structures with the same formula, charge and spin is 1.560 eV. As for the highest occupied orbital energy: -9.80 eV. The frontier orbital gap comes out at 10.68 eV. The calculation puts the energy at -9441.483 eV.

The geometry in ORCA input format:
```
! wB97M-V def2-TZVPD RIJCOSX def2/J DEFGRID3
* xyz 0 1
C -0.88 -0.46 1.83
C -0.80 0.25 0.50
O -2.08 0.48 -0.01
C 0.36 0.18 -0.40
C 1.66 -0.48 0.02
C 0.16 0.28 -1.90
O 0.05 1.36 0.37
H -0.02 -1.10 2.02
H -1.78 -1.08 1.85
H -0.96 0.28 2.64
H 1.83 -0.35 1.09
H 2.50 -0.02 -0.52
H 1.66 -1.55 -0.21
H 0.92 0.92 -2.35
H -0.83 0.66 -2.15
H 0.25 -0.72 -2.34
H -2.04 1.34 -0.44
*
```



(3)
C5H10O2 | ωB97M-V/def2-TZVPD

Its energy above the lowest of the compared OMol25 structures with the same formula, charge and spin is 6.748 eV. As for the highest occupied orbital energy (spin up / spin down): -6.35 / -5.94 eV. The frontier orbital gap (spin up / spin down) comes out at 7.25 / 6.85 eV. The calculation puts the energy at -9436.295 eV.

The geometry in ORCA input format:
```
! wB97M-V def2-TZVPD RIJCOSX def2/J DEFGRID3
* xyz 0 1
C 1.94 0.87 0.09
O 1.19 -0.10 -0.63
C 0.75 -1.16 0.13
C -0.22 -0.82 1.18
C -1.29 -0.43 0.21
C -1.18 0.74 -0.62
O -1.53 0.68 -1.93
H 2.77 0.42 0.64
H 1.31 1.41 0.80
H 2.33 1.58 -0.65
H 0.69 -2.10 -0.43
H -0.52 -1.70 1.74
H 0.11 -0.05 1.88
H -1.80 -1.29 -0.21
H -2.26 0.41 0.28
H -1.04 1.74 -0.22
H -1.21 -0.18 -2.25
*
```



(4)
C5H10O2 | ωB97M-V/def2-TZVPD

Its SMILES is CO[C@H]1CO[C@H]1C. Its energy above the lowest of the compared OMol25 structures with the same formula, charge and spin is 2.518 eV. As for the highest occupied orbital energy: -9.70 eV. The frontier orbital gap comes out at 10.73 eV. The calculation puts the energy at -9440.525 eV.

The geometry in ORCA input format:
```
! wB97M-V def2-TZVPD RIJCOSX def2/J DEFGRID3
* xyz 0 1
C 2.02 1.14 -0.43
O 0.64 0.93 -0.20
C 0.26 -0.41 -0.38
C 0.44 -1.29 0.87
O -0.97 -1.36 1.08
C -1.24 -0.64 -0.14
C -2.12 0.57 0.07
H 2.63 0.30 -0.06
H 2.23 1.28 -1.50
H 2.31 2.04 0.11
H 0.66 -0.82 -1.32
H 0.96 -0.78 1.70
H 0.89 -2.28 0.72
H -1.68 -1.31 -0.88
H -2.32 1.07 -0.89
H -3.07 0.26 0.50
H -1.64 1.29 0.74
*
```



(5)
C5H10O2 | ωB97M-V/def2-TZVPD

Its SMILES is OC[C@H]1CCOC1. Its energy above the lowest of the compared OMol25 structures with the same formula, charge and spin is 1.636 eV. As for the highest occupied orbital energy: -9.80 eV. The frontier orbital gap comes out at 10.68 eV. The calculation puts the energy at -9441.407 eV.

The geometry in ORCA input format:
```
! wB97M-V def2-TZVPD RIJCOSX def2/J DEFGRID3
* xyz 0 1
O -0.90 1.19 -1.91
C 0.26 1.18 -1.10
C 0.02 0.76 0.37
C -1.07 -0.31 0.48
C -0.28 -1.63 0.45
O 1.10 -1.29 0.32
C 1.25 0.00 0.88
H -0.94 0.34 -2.37
H 1.01 0.50 -1.52
H 0.66 2.20 -1.13
H -0.21 1.63 1.00
H -1.63 -0.21 1.41
H -1.77 -0.21 -0.35
H -0.55 -2.27 -0.40
H -0.45 -2.21 1.37
H 2.21 0.40 0.52
H 1.27 -0.04 1.98
*
```



(6)
C5H10O2 | ωB97M-V/def2-TZVPD

Its energy above the lowest of the compared OMol25 structures with the same formula, charge and spin is 5.154 eV. As for the highest occupied orbital energy: -8.73 eV. The frontier orbital gap comes out at 8.74 eV. The calculation puts the energy at -9437.889 eV.

The geometry in ORCA input format:
```
! wB97M-V def2-TZVPD RIJCOSX def2/J DEFGRID3
* xyz 0 1
C -2.49 -1.68 -0.17
C -1.13 -1.16 -0.30
C 1.28 0.13 -0.23
C 2.49 0.89 0.26
O 2.29 2.27 0.08
C -1.05 0.24 0.10
O 0.21 0.68 0.52
H -2.76 -2.30 -1.02
H -2.34 -2.39 0.67
H -3.29 -0.98 0.11
H 1.11 0.29 -1.30
H 1.37 -0.95 -0.06
H 3.38 0.58 -0.30
H 2.65 0.64 1.32
H 1.39 2.42 0.40
H -1.79 0.62 0.82
H -1.32 0.70 -0.89
*
```